(1)
ORCA calculation (ωB97M-V/def2-TZVPD) on a molecular structure, C14H28BBiI2N5O6PTe.

Summary:
lowest unoccupied orbital energy	-2.4933	eV
HOMO-LUMO gap	4.475	eV
energy relative to the best compared isomer or geometry (same formula, charge and spin)	67.90	kcal per mole
E_HOMO	-7.0	eV
DFT total energy	-74004.2359	eV

Element x y z (Å)
Bi 0.7674 0.2411 0.3411
C -2.0393 -1.2899 3.8168
C -1.3294 -0.8771 2.5643
N -0.4185 0.0112 2.4896
O 0.0596 0.6901 3.5858
C -1.6942 -1.5281 1.2888
C -2.7798 -2.5377 1.1385
N -1.0271 -1.2084 0.2082
O -1.2981 -1.6913 -0.9162
H -1.7269 -0.7442 4.7023
H -1.8715 -2.3520 4.0014
H -3.1119 -1.1334 3.6991
H -0.3234 0.3057 4.3870
H -3.2711 -2.7669 2.0824
H -2.3656 -3.4557 0.7139
H -3.5216 -2.1811 0.4190
B 3.1828 -3.7348 2.0837
C 2.4211 -2.4176 1.6574
N 1.8636 -1.4529 1.3465
H 3.6043 -3.5441 3.2100
H 2.3544 -4.6290 2.0465
H 4.0739 -3.8931 1.2691
N -1.0277 2.1727 0.2920
C -1.9321 2.6886 -0.2160
N -2.9535 3.2722 -0.8043
C -4.2749 3.3439 -0.1630
C -4.8460 4.7226 -0.4107
O -4.8660 5.0176 -1.7975
C -3.5559 5.0333 -2.3481
C -2.8966 3.6795 -2.2179
H -4.1658 3.1542 0.9024
H -4.9298 2.5867 -0.5993
H -4.2515 5.4711 0.1259
H -5.8754 4.7687 -0.0618
H -2.9473 5.7938 -1.8464
H -3.6584 5.2958 -3.3982
H -1.8580 3.7220 -2.5391
H -3.4277 2.9441 -2.8248
C 1.6978 -3.7003 -2.0412
C 1.2043 -2.4887 -2.7957
O 2.3167 -1.6187 -3.1118
P 2.5541 -0.2015 -2.4667
O 1.2320 0.3444 -1.8392
Te 3.6402 1.2047 -3.9525
O 3.3739 -0.4958 -1.1220
C 4.7344 -0.9930 -1.1608
C 5.3691 -0.7706 0.1856
H 0.8484 -4.3354 -1.7774
H 2.2094 -3.4098 -1.1179
H 2.3948 -4.2818 -2.6469
H 0.4483 -1.9528 -2.2300
H 0.7639 -2.7730 -3.7503
H 5.2743 -0.4589 -1.9422
H 4.7085 -2.0513 -1.4219
H 5.3921 0.2944 0.4292
H 6.3941 -1.1494 0.1642
H 4.8329 -1.3027 0.9695
I 2.4906 2.3198 1.2343
I 4.0382 4.3428 2.1652

Forces on atoms 1 to 2 (eV/Å):
-0.57 -0.87 -0.68
0.01 -0.08 -0.06

(2)
ORCA calculation (ωB97M-V/def2-TZVPD) on 7 unconnected molecules or ions with the total composition C14H28BFN8O16.

Summary:
lowest unoccupied orbital energy	-0.5119	eV
HOMO-LUMO gap	7.899	eV
E_HOMO	-8.4	eV
DFT total energy	-63031.7436	eV
SMILES	C[C@@H](F)C1=C(B(N)O)C(=O)C(O)=C(N)C1=O.C[N+](=O)[O-].C[N+](=O)[O-].C[N+](=O)[O-].C[N+](=O)[O-].C[N+](=O)[O-].C[N+](=O)[O-]

Element x y z (Å)
C -0.7436 -4.5496 1.3189
C -0.9728 -3.3989 2.2862
F 0.2497 -3.0883 2.9205
C -1.4844 -2.1370 1.6442
C -2.7766 -1.7847 1.6174
B -4.0013 -2.6088 2.1891
N -4.1680 -3.9887 1.8503
O -4.8826 -1.9731 3.0538
C -3.1787 -0.4832 1.0076
O -4.3354 -0.2973 0.6653
C -2.1393 0.5590 0.8605
O -2.5486 1.8508 0.6745
C -0.8364 0.2156 0.8621
N 0.1871 1.1617 0.7208
C -0.4803 -1.2272 1.0011
O 0.5675 -1.6427 0.5533
H -1.6256 -5.1921 1.2659
H 0.0676 -5.1584 1.7230
H -0.4592 -4.2059 0.3269
H -1.6384 -3.6942 3.0996
H -3.7164 -4.2249 0.9718
H -5.1527 -4.2137 1.7395
H -5.7673 -1.9399 2.6757
H -2.2183 2.3613 1.4285
H 1.0395 0.7865 1.1204
H 0.3685 1.3978 -0.2506
C 1.3325 2.1738 -4.1913
N 0.8679 1.7005 -2.8627
O 1.3827 2.2141 -1.8835
O 0.0492 0.8132 -2.8248
H 2.0454 2.9736 -4.0329
H 1.8045 1.3290 -4.6806
H 0.4639 2.5185 -4.7444
C 5.8701 0.2858 -5.2812
N 4.6989 1.1825 -5.4678
O 3.6019 0.6796 -5.6325
O 4.9052 2.3740 -5.4285
H 5.5250 -0.7393 -5.3345
H 6.5776 0.5151 -6.0718
H 6.2953 0.5211 -4.3086
C 4.4681 1.9537 -1.1725
N 5.9170 2.0840 -1.4844
O 6.3542 1.4459 -2.4239
O 6.5702 2.8220 -0.7833
H 4.0284 1.2695 -1.8867
H 4.3759 1.5786 -0.1576
H 4.0268 2.9419 -1.2516
C -3.0559 4.4905 3.8945
N -1.6311 4.5308 3.4645
O -1.3195 3.9294 2.4566
O -0.8634 5.1659 4.1533
H -3.6120 3.8907 3.1837
H -3.0779 4.0570 4.8894
H -3.4120 5.5155 3.9183
C 2.2594 4.1391 3.6331
N 2.2421 2.6594 3.4764
O 2.3482 2.2103 2.3549
O 2.0957 2.0001 4.4821
H 2.3854 4.5811 2.6527
H 1.3114 4.4271 4.0784
H 3.0851 4.3824 4.2949
C -4.6374 -5.7141 -2.7807
N -3.5997 -6.0965 -1.7845
O -2.8454 -6.9980 -2.0613
O -3.5820 -5.4629 -0.7470
H -4.5301 -6.3575 -3.6450
H -5.6040 -5.8404 -2.3033
H -4.4719 -4.6711 -3.0324

Forces on atoms 1 to 2 (eV/Å):
0.06 -0.20 0.24
0.39 0.01 0.06

Maximum force, record by record: 0.0409 0.0299 hartree/bohr